{"formula": "C32H95N7O12", "method": "ωB97M-V with the def2-TZVPD basis set", "species": ["O", "H", "H", "O", "H", "H", "O", "H", "H", "C", "C", "C", "O", "C", "N", "H", "H", "H", "H", "H", "H", "H", "H", "H", "H", "H", "C", "C", "C", "O", "C", "N", "H", "H", "H", "H", "H", "H", "H", "H", "H", "H", "H", "C", "C", "C", "O", "C", "N", "H", "H", "H", "H", "H", "H", "H", "H", "H", "H", "H", "C", "C", "C", "O", "C", "N", "H", "H", "H", "H", "H", "H", "H", "H", "H", "H", "H", "C", "C", "C", "O", "C", "N", "H", "H", "H", "H", "H", "H", "H", "H", "H", "H", "H", "C", "C", "C", "O", "C", "N", "H", "H", "H", "H", "H", "H", "H", "H", "H", "H", "H", "C", "C", "C", "O", "C", "N", "H", "H", "H", "H", "H", "H", "H", "H", "H", "H", "H", "C", "C", "O", "H", "H", "H", "H", "H", "H", "C", "C", "O", "H", "H", "H", "H", "H", "H"], "positions_angstrom": [[-0.648376, -3.177573, 4.718898], [-0.019716, -2.895853, 5.383478], [-0.725966, -2.427873, 4.128838], [0.966024, 1.067777, 6.230418], [1.051874, 0.788497, 5.318908], [0.655794, 0.288677, 6.691928], [-0.218486, 3.560247, 4.686248], [-1.083706, 3.530547, 5.094598], [0.394624, 3.534237, 5.420858], [-5.039956, 3.425027, -0.308822], [-4.679586, 3.472537, 1.164578], [-3.872636, 4.761607, 1.504168], [-2.656136, 4.904897, 0.795078], [-1.605596, 4.078727, 1.226488], [-5.913306, 3.376387, 1.905698], [-5.877706, 2.756207, -0.506202], [-4.135906, 3.214687, -0.880262], [-5.446986, 4.399037, -0.580362], [-4.114546, 2.579227, 1.430728], [-3.753636, 4.769147, 2.587628], [-4.507986, 5.597237, 1.210658], [-1.358596, 4.373437, 2.246398], [-0.705166, 4.107017, 0.612868], [-1.923256, 3.037497, 1.281658], [-6.478086, 4.106107, 1.495068], [-6.390046, 2.531027, 1.626088], [-1.817686, 0.372067, 2.911658], [-0.931456, -0.624223, 2.027148], [-0.304906, 0.100227, 0.803528], [0.495904, -0.839373, 0.097048], [1.178174, -0.231253, -1.036782], [0.088424, -1.208213, 2.873948], [-1.279476, 1.259657, 3.244238], [-2.252696, -0.118063, 3.782658], [-2.621666, 0.775877, 2.296308], [-1.541476, -1.452513, 1.666718], [0.338024, 0.921767, 1.119458], [-1.179236, 0.487087, 0.280098], [1.574994, -1.040133, -1.650262], [1.926864, 0.501367, -0.735412], [0.491764, 0.406697, -1.593512], [0.818594, -1.362433, 2.193378], [0.424414, -0.382863, 3.349348], [6.774114, 4.483807, -5.284102], [6.714794, 3.034977, -4.794182], [5.541714, 2.633447, -3.835722], [5.602434, 1.275677, -3.378972], [4.490124, 0.874337, -2.647652], [6.690074, 2.233307, -5.987232], [5.849554, 4.663097, -5.832862], [7.627314, 4.683197, -5.932482], [6.831294, 5.156827, -4.428612], [7.630724, 2.774667, -4.263712], [4.641874, 2.826717, -4.419702], [5.580084, 3.289237, -2.965912], [4.670934, -0.051153, -2.100942], [3.628134, 0.843497, -3.314082], [4.108104, 1.614357, -1.944422], [5.789504, 2.424127, -6.402752], [6.588624, 1.261407, -5.731882], [-2.549066, -2.188473, -4.300322], [-2.505726, -1.610473, -2.877452], [-3.378706, -2.432913, -1.940202], [-3.499416, -1.754703, -0.708742], [-4.056616, -2.516183, 0.385648], [-1.131656, -1.595383, -2.435352], [-3.561086, -2.198533, -4.705082], [-2.279486, -3.244603, -4.304732], [-1.919126, -1.597963, -4.965572], [-2.919776, -0.602353, -2.896302], [-3.017356, -3.454093, -1.818912], [-4.281256, -2.650133, -2.511442], [-5.130586, -2.412093, 0.231238], [-3.649766, -2.191133, 1.343208], [-3.898746, -3.590223, 0.483698], [-0.540926, -2.360263, -2.728762], [-1.017146, -1.506073, -1.435842], [0.957334, 1.124227, -5.246902], [0.573734, 2.013997, -4.023962], [0.702924, 3.523907, -4.327632], [0.460954, 4.384127, -3.174672], [1.659344, 4.742867, -2.406442], [-0.813106, 1.609307, -3.769822], [0.854884, 0.045497, -5.128842], [1.993864, 1.247047, -5.560942], [0.309084, 1.330827, -6.098492], [1.137364, 1.720737, -3.138282], [-0.177396, 3.781347, -4.916582], [1.533434, 3.831607, -4.962992], [2.208064, 5.579547, -2.838862], [2.255304, 3.831837, -2.352172], [1.385714, 5.023177, -1.389262], [-1.167776, 1.907357, -2.872342], [-0.928946, 0.612817, -3.652802], [4.703344, -3.279903, -0.222162], [3.381994, -3.722743, -0.790692], [3.345904, -3.639403, -2.354172], [3.497044, -2.335753, -2.826822], [3.700134, -2.299953, -4.242382], [3.134924, -5.124153, -0.381832], [5.462854, -3.975703, -0.578682], [4.825974, -3.213413, 0.858878], [4.965354, -2.298493, -0.617482], [2.530164, -3.156523, -0.414022], [2.340214, -4.021523, -2.529312], [4.034814, -4.361423, -2.792572], [4.652524, -2.750493, -4.521762], [3.856384, -1.264913, -4.546322], [2.896564, -2.785173, -4.796392], [2.214804, -5.326123, -0.746092], [3.832734, -5.651623, -0.886752], [-3.622876, 0.652757, 7.009158], [-4.603506, -0.034413, 6.043128], [-4.158446, -1.473903, 5.614778], [-4.716196, -1.755903, 4.306598], [-4.572146, -3.100443, 3.892798], [-5.903506, -0.175033, 6.631338], [-3.656806, 0.367797, 8.060698], [-3.953976, 1.688667, 7.082298], [-2.573086, 0.700387, 6.719708], [-4.558816, 0.617897, 5.170998], [-4.517016, -2.171933, 6.371278], [-3.083166, -1.652413, 5.610258], [-3.536196, -3.302653, 3.620738], [-5.294566, -3.354483, 3.117128], [-4.802026, -3.784993, 4.709288], [-6.411426, -0.832003, 6.056438], [-6.454706, 0.671287, 6.624978], [-0.483786, -4.399833, 0.371668], [-0.725386, -5.481403, -0.744792], [0.472344, -5.460183, -1.571272], [-0.390616, -3.390303, -0.028652], [0.476534, -4.662653, 0.815298], [-1.259806, -4.484943, 1.132368], [-1.563996, -5.315033, -1.420912], [-0.814756, -6.423363, -0.203662], [0.178164, -5.763963, -2.433112], [3.541214, -0.731393, 3.367928], [3.010194, 0.608257, 2.860948], [1.878174, 1.133877, 3.576918], [2.741374, -1.471903, 3.365318], [3.924614, -0.583793, 4.377538], [4.349144, -1.019803, 2.695498], [2.575104, 0.571957, 1.862208], [3.780364, 1.378957, 2.891818], [1.664604, 1.891807, 3.027788]], "forces_ev_per_a": [[-0.55, -0.83, 0.70], [0.15, 0.02, 0.10], [0.48, 0.49, -0.65], [-0.14, 0.08, 0.48], [0.26, 0.17, -0.56], [-0.09, -0.12, 0.25], [0.02, 0.16, -0.48], [-0.22, -0.06, 0.11], [0.22, -0.23, 0.26], [0.57, 0.45, -0.17], [0.39, -0.54, -0.73], [-0.60, -1.05, -0.09], [-0.28, 0.25, -0.74], [-0.42, -0.45, 1.14], [-0.30, 0.88, 0.93], [0.44, -0.53, -0.05], [-0.33, -0.03, -0.50], [0.25, 0.29, -0.24], [0.37, 0.01, 0.00], [0.34, 0.20, 0.21], [0.14, 0.22, 0.04], [0.41, -0.06, 0.20], [-0.36, 0.51, -0.33], [-0.02, -0.27, -0.11], [-0.61, 0.33, 0.32], [0.05, -0.28, 0.12], [0.40, -0.62, -1.47], [-0.94, 1.33, 0.60], [-0.65, -0.79, 1.09], [0.02, 0.74, -0.85], [-0.74, 0.19, 0.64], [0.15, 0.76, -0.24], [0.51, -0.15, 0.09], [0.06, -0.17, -0.12], [-0.28, -0.20, 0.00], [-0.30, 0.18, -0.30], [-0.03, 0.35, 0.19], [0.21, 0.12, -0.88], [0.11, 0.27, 0.07], [0.60, -0.37, 0.50], [-0.39, -0.49, -0.28], [0.64, -0.89, 0.14], [0.52, 0.02, 0.61], [-0.63, -0.21, 1.15], [0.51, -0.87, 0.68], [0.68, 0.69, -0.16], [1.25, 0.81, -0.71], [-1.16, 0.57, -0.03], [-0.36, -0.77, -0.58], [-0.02, 0.35, -0.11], [-0.08, -0.36, 0.05], [-0.13, 0.23, -0.07], [0.22, 0.14, 0.11], [-0.58, -0.12, 0.14], [-0.28, 0.17, 0.20], [0.04, -0.03, -0.44], [-0.28, -0.84, -0.30], [0.62, 0.45, 0.58], [-0.22, 0.17, -0.65], [0.32, -0.39, 0.14], [-0.57, 0.11, 0.30], [0.22, -1.35, -0.15], [-0.18, -0.31, -0.65], [0.47, -1.01, 0.56], [-0.53, 0.33, -0.62], [0.75, 0.86, 0.07], [-0.10, 0.35, 0.02], [0.50, -0.02, 0.04], [0.09, -0.20, 0.00], [0.08, 0.21, 0.07], [0.79, -0.07, 0.33], [-1.09, 0.60, 0.48], [-0.22, 0.13, 0.90], [-0.42, 0.86, -0.20], [0.64, -0.35, -1.11], [-0.35, -0.24, -0.27], [-0.20, 0.09, 0.15], [0.58, 0.48, -0.08], [-0.21, -1.38, -0.59], [-1.81, 0.37, 0.60], [1.53, 0.00, 0.26], [-1.08, -1.08, -0.68], [-1.01, 0.61, 0.33], [-0.20, 0.00, 0.79], [0.11, 0.32, -0.04], [-0.02, 0.43, 0.01], [0.81, 0.25, -0.08], [-0.08, -0.28, -0.32], [0.60, -0.19, 0.50], [0.02, -0.11, -0.31], [0.51, 0.18, 0.09], [-0.36, -0.04, -0.13], [0.09, 0.86, 0.16], [0.61, -0.50, -0.43], [0.59, 0.64, -0.35], [0.15, -0.55, -0.09], [-0.86, -0.44, 1.71], [0.31, 0.30, -0.87], [0.59, 0.39, 0.44], [0.16, 1.21, -0.17], [0.20, -0.06, -0.03], [-0.57, -0.26, 0.05], [0.08, 0.10, -0.10], [0.09, 0.36, 0.07], [-0.29, 0.00, -0.70], [0.50, 0.10, -0.09], [0.08, -0.56, 0.15], [-0.59, 0.11, 0.13], [-0.17, 0.09, 0.02], [-0.01, -0.70, -0.08], [-0.07, -0.63, 0.01], [-0.34, 0.67, 0.61], [2.01, -0.86, -0.06], [-0.20, 0.56, -0.45], [-0.19, 0.25, 0.68], [0.10, -0.11, 0.85], [-0.78, -0.18, 0.12], [-0.15, -0.78, -0.10], [0.03, 0.30, -0.18], [-0.07, -0.28, -0.41], [-0.28, -0.21, -0.52], [-0.45, -0.21, 0.00], [0.31, 0.45, -0.26], [0.08, -0.10, -0.37], [0.23, 0.43, -0.28], [-0.03, -0.09, 0.31], [-0.30, -0.12, -0.01], [0.14, 0.27, 0.02], [-0.24, -1.04, -1.16], [1.19, 1.36, 0.95], [-0.95, -0.24, 0.08], [-0.25, -0.01, 0.00], [-0.02, 0.03, 0.20], [0.02, 0.23, 0.03], [-0.30, 0.12, 0.43], [-0.09, -0.29, -0.39], [0.35, -0.10, -0.18], [-0.63, 1.06, -0.15], [-0.38, 0.13, -0.32], [0.29, -0.15, 0.50], [0.21, -0.14, 0.04], [0.04, -0.23, 0.00], [-0.02, -0.21, 0.13], [0.87, -0.62, -0.61], [0.30, -0.14, -0.11], [-0.62, 0.37, 0.49]], "mulliken_charge": [-0.69, 0.26, 0.25, -0.68, 0.39, 0.29, -0.56, 0.29, 0.24, -1.41, 1.32, -0.75, -0.38, -0.13, -0.75, 0.47, 0.20, 0.38, -0.53, 0.30, 0.36, 0.29, 0.13, -0.04, 0.30, 0.28, -1.01, 1.83, -1.54, 0.71, -1.22, 0.02, 0.30, 0.15, 0.04, -0.56, 0.10, 0.43, -0.19, 0.50, 0.44, -0.15, 0.07, -1.36, 0.20, -0.35, -0.41, -0.47, -0.76, 0.30, 0.36, 0.36, 0.40, 0.09, 0.31, 0.25, -0.03, 0.47, 0.27, 0.31, -1.57, 0.63, -0.70, -0.17, -0.68, 0.24, 0.46, 0.35, 0.33, 0.19, -0.10, 0.50, 0.44, -0.02, 0.35, 0.11, -0.42, -1.84, 2.31, -1.05, -0.35, -0.33, -0.78, 0.32, 0.38, 0.44, -0.60, 0.37, 0.36, 0.28, 0.00, 0.22, 0.20, 0.09, -1.55, 1.90, -1.05, 0.11, -0.79, -0.73, 0.39, 0.35, 0.20, -0.80, 0.27, 0.52, 0.32, 0.10, 0.35, 0.25, 0.34, -1.49, 0.95, -1.01, -0.28, -0.74, -0.78, 0.38, 0.37, 0.25, 0.13, 0.58, 0.33, 0.25, 0.24, 0.37, 0.26, 0.25, -0.57, -0.47, -0.51, -0.20, 0.50, 0.35, 0.31, 0.33, 0.26, -1.23, 0.33, -0.41, 0.28, 0.39, 0.34, -0.29, 0.50, 0.16], "smiles": "COC[C@H](C)N.COC[C@H](C)N.COC[C@H](C)N.COC[C@H](C)N.COC[C@H](C)N.COC[C@H](C)N.COC[C@H](C)N.CCO.CCO.O.O.O", "spin_multiplicity": 1, "fmax_ev_per_a": 2.193, "e_homo_ev": -9.00, "e_lumo_ev": 0.30, "e_above_lowest_kj_mol": 0.0}